{
  "formula": "C31H45N3O4S2Si2TeV",
  "method": "wB97M-V/def2-TZVPD",
  "s2": 0.8532,
  "gap_ev": [5.4619, 5.4949],
  "e_above_lowest_kj_mol": 150.6,
  "multiplicity": 2,
  "homo_energy_ev": [-6.00, -5.95],
  "total_charge": 0,
  "elements": ["V", "C", "N", "C", "C", "N", "C", "C", "C", "C", "C", "C", "C", "S", "C", "C", "C", "C", "C", "C", "S", "H", "H", "H", "H", "H", "H", "H", "H", "H", "H", "H", "H", "H", "H", "H", "H", "H", "H", "O", "C", "O", "C", "C", "C", "C", "C", "N", "C", "O", "O", "H", "H", "H", "H", "H", "C", "Si", "C", "C", "C", "Te", "C", "Si", "C", "C", "C", "H", "H", "H", "H", "H", "H", "H", "H", "H", "H", "H", "H", "H", "H", "H", "H", "H", "H", "H", "H", "H", "H"],
  "xyz": [[-0.59, 1.83, 0.48], [2.05, 2.83, -0.96], [1.15, 1.73, -1.40], [0.41, 2.16, -2.62], [-0.81, 3.01, -2.31], [-1.85, 2.38, -1.45], [-2.66, 3.51, -0.92], [-2.72, 1.42, -2.17], [-3.95, 1.89, -2.65], [-4.87, 1.06, -3.28], [-4.57, -0.28, -3.44], [-3.35, -0.74, -3.01], [-2.38, 0.07, -2.40], [-0.83, -0.68, -2.11], [2.02, 0.60, -1.75], [2.92, 0.80, -2.80], [3.84, -0.15, -3.19], [3.88, -1.37, -2.54], [2.98, -1.60, -1.52], [2.05, -0.65, -1.11], [0.93, 1.15, 1.86], [2.80, 3.06, -1.72], [2.54, 2.52, -0.03], [1.47, 3.72, -0.76], [0.11, 1.27, -3.17], [1.05, 2.77, -3.26], [-1.26, 3.33, -3.26], [-0.49, 3.92, -1.79], [-3.03, 4.16, -1.72], [-2.06, 4.12, -0.27], [-3.51, 3.11, -0.37], [-4.23, 2.92, -2.54], [-5.81, 1.48, -3.62], [-5.27, -0.95, -3.91], [-3.08, -1.78, -3.16], [2.91, 1.75, -3.32], [4.51, 0.06, -4.01], [4.59, -2.13, -2.83], [3.00, -2.57, -1.03], [-0.25, 5.61, 2.11], [-0.63, 4.38, 1.73], [-0.13, 3.85, 0.69], [-1.61, 3.68, 2.44], [-2.37, 4.09, 3.56], [-3.32, 3.26, 4.08], [-3.53, 1.99, 3.47], [-2.78, 1.63, 2.40], [-1.83, 2.44, 1.86], [-2.83, 0.38, 1.63], [-3.65, -0.61, 1.95], [-2.08, 0.26, 0.67], [0.46, 5.88, 1.52], [-2.18, 5.06, 3.99], [-3.91, 3.56, 4.93], [-4.29, 1.33, 3.88], [-4.17, -0.39, 2.73], [4.42, 0.17, 1.21], [3.96, -1.50, 1.91], [5.02, -2.83, 1.11], [4.33, -1.49, 3.75], [2.13, -1.98, 1.82], [0.69, -1.37, 0.35], [0.59, -3.35, -0.51], [-0.90, -4.27, 0.18], [-0.79, -4.27, 2.06], [-2.48, -3.44, -0.36], [-0.84, -6.04, -0.44], [5.46, 0.39, 1.49], [3.78, 0.95, 1.62], [4.35, 0.21, 0.12], [6.05, -2.75, 1.48], [5.06, -2.73, 0.02], [4.66, -3.83, 1.35], [5.39, -1.28, 3.93], [4.10, -2.45, 4.21], [3.75, -0.72, 4.25], [1.68, -1.58, 2.73], [2.05, -3.07, 1.86], [1.52, -3.89, -0.30], [0.48, -3.21, -1.59], [-0.83, -3.26, 2.47], [0.13, -4.74, 2.41], [-1.63, -4.83, 2.48], [-2.50, -2.38, -0.07], [-3.34, -3.94, 0.09], [-2.58, -3.47, -1.44], [0.08, -6.54, -0.12], [-0.88, -6.07, -1.53], [-1.69, -6.61, -0.06]]
}

***

{
  "formula": "C4H5O4Ru",
  "method": "wB97M-V/def2-TZVPD",
  "s2": 12.0148,
  "gap_ev": [8.7555, 4.7701],
  "e_above_lowest_kj_mol": 269.9,
  "multiplicity": 7,
  "homo_energy_ev": [-13.04, -13.68],
  "total_charge": 1,
  "elements": ["O", "C", "O", "O", "Ru", "C", "C", "O", "C", "H", "H", "H", "H", "H"],
  "xyz": [[-0.47, 1.53, 2.39], [-1.04, 2.45, 1.64], [-0.80, 3.66, 1.75], [-1.69, 1.93, 0.61], [-1.37, 0.17, 1.35], [1.01, -0.13, -1.86], [1.46, -1.10, -1.07], [0.90, -1.47, 0.13], [-0.41, -1.70, 0.28], [1.70, 0.30, -2.59], [-0.04, 0.18, -1.89], [2.38, -1.66, -1.25], [-0.62, -2.37, 1.13], [-1.02, -1.75, -0.63]]
}

***

{
  "formula": "C2H8N5",
  "method": "wB97M-V/def2-TZVPD",
  "gap_ev": 9.0967,
  "e_above_lowest_kj_mol": 589.4,
  "homo_energy_ev": -14.68,
  "total_charge": 1,
  "elements": ["C", "C", "N", "N", "N", "N", "N", "H", "H", "H", "H", "H", "H", "H", "H"],
  "xyz": [[-0.87, 1.35, -0.18], [1.16, 0.61, 0.93], [-1.27, -0.04, -0.35], [0.80, -0.78, 0.72], [0.57, 1.13, -0.28], [0.06, -1.65, -1.23], [-0.02, -0.64, -0.39], [-1.21, 1.94, -1.04], [-1.18, 1.83, 0.75], [0.77, 1.07, 1.85], [2.25, 0.72, 0.89], [-1.98, -0.48, 0.23], [0.46, -1.38, 1.48], [0.97, -2.10, -1.32], [-0.51, -1.60, -2.07]]
}

***

{
  "formula": "C6H9N",
  "method": "wB97M-V/def2-TZVPD",
  "gap_ev": 8.9860,
  "e_above_lowest_kj_mol": 598.9,
  "homo_energy_ev": -7.87,
  "total_charge": 0,
  "elements": ["C", "N", "C", "C", "C", "C", "C", "H", "H", "H", "H", "H", "H", "H", "H", "H"],
  "xyz": [[1.92, -0.18, -0.06], [0.61, -0.47, -0.06], [-0.39, -0.07, 1.01], [-0.48, 1.20, 0.13], [-0.43, 0.12, -0.98], [-1.55, -0.91, -0.73], [-1.52, -1.04, 0.60], [2.45, -0.57, 0.82], [2.39, -0.38, -1.02], [2.01, 1.53, 0.11], [-0.08, -0.04, 2.05], [0.76, 1.77, 0.15], [-1.31, 1.91, 0.22], [-0.17, 0.35, -2.01], [-2.13, -1.47, -1.46], [-2.08, -1.73, 1.23]]
}

***

Repeat the third record exactly.
{
  "formula": "C2H8N5",
  "method": "wB97M-V/def2-TZVPD",
  "gap_ev": 9.0967,
  "e_above_lowest_kj_mol": 589.4,
  "homo_energy_ev": -14.68,
  "total_charge": 1,
  "elements": ["C", "C", "N", "N", "N", "N", "N", "H", "H", "H", "H", "H", "H", "H", "H"],
  "xyz": [[-0.87, 1.35, -0.18], [1.16, 0.61, 0.93], [-1.27, -0.04, -0.35], [0.80, -0.78, 0.72], [0.57, 1.13, -0.28], [0.06, -1.65, -1.23], [-0.02, -0.64, -0.39], [-1.21, 1.94, -1.04], [-1.18, 1.83, 0.75], [0.77, 1.07, 1.85], [2.25, 0.72, 0.89], [-1.98, -0.48, 0.23], [0.46, -1.38, 1.48], [0.97, -2.10, -1.32], [-0.51, -1.60, -2.07]]
}

***

Which formula does entry 1 have? C31H45N3O4S2Si2TeV